ORCA calculation (ωB97M-V/def2-TZVPD) on the molecule C21H29N3O2.

Last column: Löwdin charge in e.
Element x y z (Å)
H (6.148999, 1.700415, 1.230939)  0.116
H (-4.166743, -2.517656, 0.943599)  0.124
H (4.663784, -1.113953, -1.419047)  0.123
O (3.294312, -1.812128, 2.087647)  0.064
C (-3.672754, -1.548454, 1.067115)  -0.139
H (5.545204, 2.535777, -1.641245)  0.113
C (5.534323, 2.208639, 0.485074)  -0.200
H (1.048740, -2.758033, 0.615324)  0.142
H (6.729364, -0.057048, -0.552989)  0.116
C (-0.537341, -1.260035, -0.816905)  -0.413
C (1.060849, -1.779229, 1.100259)  -0.024
C (6.099215, 0.493476, -1.254740)  -0.199
H (-3.655594, -0.523339, -2.036919)  0.117
C (-2.139462, -1.731526, 1.050976)  -0.119
H (-0.035450, 0.071491, 0.797857)  0.146
C (-4.133303, 0.677489, 0.113870)  -0.225
H (-5.151030, 0.967719, -1.758824)  0.105
C (-3.731132, 2.720566, 1.343023)  -0.094
C (-4.295337, 3.473448, 0.329413)  -0.109
C (6.125575, 1.977901, -0.902510)  -0.209
C (4.109069, 1.668400, 0.554451)  -0.144
C (4.104395, 0.174869, 0.217251)  -0.283
H (0.577294, -1.872995, 2.070648)  0.120
H (6.502137, 0.341423, -2.257985)  0.109
C (-2.685363, -2.276904, -1.247020)  -0.110
H (-3.997878, -1.135869, 2.021837)  0.122
H (-2.216695, -2.366289, -2.227379)  0.122
N (2.787996, -0.406855, 0.365108)  -0.016
H (5.536509, 3.275243, 0.718885)  0.109
N (-4.108770, -0.702506, -0.012193)  -0.099
H (-1.868443, -2.665944, 1.559453)  0.129
C (0.455229, -0.698981, 0.196280)  -0.177
C (-3.645841, 1.344635, 1.241196)  -0.035
H (3.696286, 1.817703, 1.554108)  0.121
H (-5.253254, 3.393027, -1.582986)  0.103
H (-4.775030, -1.849637, -1.645548)  0.125
C (1.679453, -0.092053, -0.505343)  -0.086
H (3.483932, 2.210038, -0.159025)  0.113
C (-4.793834, 2.824254, -0.787647)  -0.091
H (-4.352342, 4.547924, 0.411035)  0.097
H (4.728601, -0.353703, 0.948111)  0.153
H (-3.189293, 0.800263, 2.053361)  0.093
H (7.151775, 2.348745, -0.934633)  0.107
O (-0.289242, -1.289608, -2.008403)  0.064
C (2.517489, -1.360865, 1.274722)  -0.453
H (-2.996147, -3.269956, -0.908882)  0.126
C (4.674118, -0.047762, -1.184702)  -0.144
C (-3.879882, -1.307670, -1.312786)  -0.124
C (-4.723150, 1.450326, -0.893721)  -0.033
H (4.052595, 0.469632, -1.918757)  0.118
H (1.579663, 0.987067, -0.638523)  0.132
H (-3.341143, 3.207881, 2.225298)  0.102
H (-1.665634, -0.901959, 1.575227)  0.104
N (-1.694940, -1.757988, -0.325728)  -0.038
H (1.802514, -0.555476, -1.492095)  0.126

Cartesian forces, eV/Å:
H 0.05 0.01 0.08
H 0.05 0.06 0.10
H -0.08 -0.02 -0.04
O 0.22 -0.25 0.28
C 0.14 0.04 0.07
H 0.00 0.06 -0.06
C -0.16 0.19 -0.23
H 0.00 -0.04 0.03
H 0.07 -0.06 0.00
C 0.23 0.22 0.23
C 0.04 0.04 0.10
C -0.17 0.18 -0.23
H -0.03 -0.07 0.04
C -0.02 -0.01 0.32
H 0.04 -0.06 0.00
C -0.14 0.21 0.03
H -0.04 -0.06 -0.06
C -0.02 0.13 -0.03
C 0.00 0.16 0.06
C 0.21 -0.14 0.21
C 0.19 -0.22 0.21
C 0.08 0.11 -0.06
H 0.05 -0.05 0.00
H 0.06 -0.06 0.03
C -0.05 -0.01 -0.25
H 0.01 -0.10 -0.02
H -0.13 -0.07 0.14
N -0.03 0.22 -0.03
H 0.05 -0.01 0.08
N 0.03 -0.13 0.07
H -0.03 0.09 0.07
C 0.10 -0.02 -0.22
C 0.05 -0.18 0.07
H -0.08 0.00 -0.01
H -0.04 0.03 -0.06
H 0.09 0.04 -0.12
C -0.13 0.02 -0.46
H -0.09 0.05 -0.02
C 0.04 0.03 -0.01
H -0.01 0.09 0.01
H -0.06 0.08 -0.10
H 0.04 -0.09 0.05
H 0.00 0.06 -0.07
O 0.13 0.04 -0.30
C -0.34 -0.12 0.16
H 0.01 0.03 -0.05
C 0.18 -0.16 0.27
C -0.07 -0.19 -0.19
C 0.04 -0.03 -0.08
H -0.07 0.00 -0.09
H -0.02 -0.04 -0.03
H 0.03 0.03 0.06
H 0.00 -0.07 0.01
N -0.38 -0.12 -0.09
H -0.04 0.17 0.14

ΔE to the lowest compared entry with this formula, charge and spin ... 1.037 eV
HOMO level ... -7.92 eV
Frontier orbital gap ... 8.47 eV
Strongest force on any atom ... 0.0093 Eh/bohr
SMILES ... O=C([C@H]1CC(=O)N(C2CCCCC2)C1)N1CCN(c2ccccc2)CC1